# 1
The following is a DFT calculation (wB97M-V/def2-TZVPD) of the molecule C6H10O.

CARTESIAN COORDINATES (ANGSTROEM)
O  -1.38117  -0.01248  1.68745
C  -1.09205  0.70387  0.47922
C  -1.33932  -0.19908  -0.70489
C  -0.39789  -1.06528  -1.08466
C  0.94706  -1.08946  -0.40001
C  1.43657  0.33107  -0.07037
C  0.34785  1.25473  0.52359
H  -1.40367  -0.95086  1.46414
H  -1.78377  1.55626  0.46446
H  -2.32169  -0.18767  -1.17241
H  -0.59861  -1.78590  -1.87626
H  1.68423  -1.60117  -1.02790
H  0.87504  -1.67761  0.52543
H  2.29380  0.26460  0.61108
H  1.81126  0.77674  -0.99926
H  0.55404  1.46179  1.57875
H  0.36833  2.22048  0.00163

The HOMO energy comes out at -0.353 Ha. Its LUMO energy is 0.979 eV. As for the energy above the lowest of the compared OMol25 structures with the same formula, charge and spin: 27.35 kJ/mol. As for the structure (SMILES): O[C@@H]1C=CCCC1. The value obtained for the HOMO-LUMO gap is 10.59 eV.

# 2
The following is a DFT calculation (wB97M-V/def2-TZVPD) of the molecule C6H10O in a non-equilibrium geometry.

CARTESIAN COORDINATES (ANGSTROEM)
C  1.29960  1.56944  0.63061
C  0.94615  1.00026  -0.73213
C  -0.39665  0.14326  -0.75200
C  -0.20332  -0.91495  -1.67562
C  -0.33778  -1.22467  -0.02996
C  -1.44428  -1.36611  1.04569
O  -1.23458  -0.40369  1.93872
H  0.64324  2.33344  1.05198
H  1.31047  0.70990  1.32368
H  2.28882  2.08175  0.58383
H  0.74201  1.66080  -1.58724
H  1.66899  0.29529  -1.16686
H  -1.21921  0.86969  -0.64581
H  -0.92889  -1.39012  -2.33952
H  0.62353  -1.53102  0.39685
H  -1.31285  -2.40947  1.38363
H  -2.44525  -1.42380  0.57416

The HOMO energy comes out at -0.318 Ha. Its LUMO energy is -3.009 eV. As for the energy above the lowest of the compared OMol25 structures with the same formula, charge and spin: 733.20 kJ/mol. The value obtained for the HOMO-LUMO gap is 5.64 eV.

# 3
The following is a DFT calculation (wB97M-V/def2-TZVPD) of the molecule C6H10O in a non-equilibrium geometry.

CARTESIAN COORDINATES (ANGSTROEM)
C  2.21091  -0.03503  -0.07841
C  0.73036  -0.11559  0.02568
C  0.03976  -0.91219  0.84690
C  -1.38508  -0.98130  0.39974
C  -1.61132  0.21189  -0.53876
C  -0.22986  0.90051  -0.57839
O  -0.19468  2.06161  0.24673
H  2.54469  0.86444  0.44214
H  2.57201  0.02262  -1.11231
H  2.67217  -0.91020  0.39005
H  0.40219  -1.71605  1.47903
H  -2.21188  -1.42209  0.96842
H  -0.84349  -1.71807  -0.24084
H  -1.88161  -0.21942  -1.50510
H  -2.38388  0.95513  -0.29294
H  0.01292  1.26220  -1.58204
H  -0.44321  1.75154  1.13010

The HOMO energy comes out at -0.309 Ha. Its LUMO energy is 0.920 eV. As for the energy above the lowest of the compared OMol25 structures with the same formula, charge and spin: 147.96 kJ/mol. As for the structure (SMILES): CC1=CCC[C@H]1O. The value obtained for the HOMO-LUMO gap is 9.33 eV.

# 4
The following is a DFT calculation (wB97M-V/def2-TZVPD) of the molecule C6H10O.

CARTESIAN COORDINATES (ANGSTROEM)
C  -2.04363  -0.32958  -0.08018
C  -1.07979  0.79811  -0.36209
C  -0.21899  1.41431  0.70357
C  0.40462  0.55126  -0.35852
C  0.94188  -0.81000  0.02253
C  2.42494  -0.98240  -0.20256
O  3.17286  -0.13496  -0.62591
H  -3.04311  0.04515  0.16450
H  -1.70628  -0.95176  0.75604
H  -2.13265  -0.97703  -0.96112
H  -1.42458  1.49016  -1.12824
H  -0.04864  2.48610  0.67467
H  -0.26756  0.98718  1.70238
H  0.98440  1.05331  -1.12788
H  0.43616  -1.62449  -0.52046
H  0.77942  -1.02457  1.08733
H  2.80783  -1.99597  0.05306

The HOMO energy comes out at -0.361 Ha. Its LUMO energy is 1.005 eV. As for the energy above the lowest of the compared OMol25 structures with the same formula, charge and spin: 69.53 kJ/mol. As for the structure (SMILES): C[C@H]1C[C@H]1CC=O. The value obtained for the HOMO-LUMO gap is 10.82 eV.